A single C3H2N2S2 molecule, computed with wB97M-V/def2-TZVPD.

## Properties
spin multiplicity = 1
E_HOMO (alpha / beta) = -7.9 / -7.9 eV
energy above the lowest of the compared OMol25 structures with the same formula, charge and spin = 468.5 kJ/mol
LUMO (alpha / beta) = -1.4 / -1.4 eV
orbital gap (alpha / beta) = 6.51 / 6.44 eV

XYZ file:
```
9
C3H2N2S2 | the OMol25 dataset | wB97M-V/def2-TZVPD
C -0.504 -0.610 0.026
C 1.296 0.858 0.012
C -1.623 0.017 -0.206
N 1.944 -0.150 0.055
N 1.865 -1.389 0.241
S 0.806 2.351 0.141
S 0.354 -1.978 0.102
H -1.819 0.710 0.659
H -2.319 0.191 -1.030
```